Entry 1:
DFT (ωB97M-V with the def2-TZVPD basis set) results for an isolated molecule of C4H6N2O at a distorted geometry.

Computed properties:
frontier orbital gap: 6.702 eV
E: -9271.089 eV

```
! RIJCOSX wB97M-V def2-TZVPD def2/J DEFGRID3
* xyz 0 1
N -1.86 0.35 0.03
C -0.41 0.18 0.15
C 0.64 1.11 0.28
C 1.77 0.37 0.09
N 1.41 -0.96 -0.16
C 0.03 -1.09 -0.21
O -0.66 -2.08 -0.56
H -2.20 -0.47 -0.53
H -2.18 1.23 -0.38
H -1.96 0.22 1.03
H 0.60 2.15 0.58
H 2.80 0.66 0.17
H 2.03 -1.68 -0.50
*
```

***

Entry 2:
DFT (ωB97M-V with the def2-TZVPD basis set) results for an isolated molecule of C4H6N2O at a distorted geometry.

Computed properties:
frontier orbital gap (alpha / beta): 7.722 / 7.723 eV
E: -9269.295 eV

```
! RIJCOSX wB97M-V def2-TZVPD def2/J DEFGRID3
* xyz 0 1
C -0.16 -0.22 -1.24
N 0.20 1.11 -0.84
N 0.76 -1.04 -0.64
C -1.16 0.09 0.86
C 0.39 0.76 0.58
C 1.19 -0.46 0.50
O -2.15 0.77 0.74
H -0.61 1.73 -0.91
H 0.92 -2.01 -0.88
H -0.49 -0.43 -2.25
H -1.14 -0.80 1.53
H 0.69 1.56 1.24
H 1.55 -1.07 1.31
*
```

***

Entry 3:
DFT (ωB97M-V with the def2-TZVPD basis set) results for an isolated molecule of C4H6N2O at a distorted geometry.

Computed properties:
frontier orbital gap: 8.622 eV
E: -9269.006 eV

```
! RIJCOSX wB97M-V def2-TZVPD def2/J DEFGRID3
* xyz 0 1
N -0.14 0.76 -0.39
C 1.22 0.48 -0.22
C 1.58 -0.83 0.93
C -1.21 -0.05 -0.05
C -2.47 0.37 0.06
N 1.58 -1.02 -0.36
O 2.08 1.31 -0.44
H -0.30 1.75 -0.48
H 2.32 -1.44 -0.92
H 2.31 -1.35 1.56
H -0.95 -1.08 0.12
H -3.26 -0.32 0.31
H -2.76 1.41 -0.11
*
```

***

Entry 4:
DFT (ωB97M-V with the def2-TZVPD basis set) results for an isolated molecule of C4H6N2O.

Computed properties:
frontier orbital gap: 8.233 eV
E: -9272.126 eV

```
! RIJCOSX wB97M-V def2-TZVPD def2/J DEFGRID3
* xyz 0 1
N 1.30 1.64 0.96
C 0.60 0.70 0.18
C -0.45 0.97 -0.67
N -0.93 -0.25 -1.11
C -0.24 -1.25 -0.50
O -0.84 -2.47 -0.44
C 0.78 -0.71 0.25
H 0.66 2.33 1.33
H 1.74 1.18 1.75
H -0.89 1.89 -0.99
H -1.72 -0.43 -1.71
H -1.58 -2.28 0.15
H 1.52 -1.24 0.83
*
```

***

Entry 5:
DFT (ωB97M-V with the def2-TZVPD basis set) results for a structure of composition C4H6N2O.

Computed properties:
frontier orbital gap: 9.819 eV
E: -9268.226 eV

```
! RIJCOSX wB97M-V def2-TZVPD def2/J DEFGRID3
* xyz 0 1
N -0.68 2.06 0.12
C -0.76 0.84 -0.14
O -1.80 0.02 -0.48
C -0.95 -1.16 -0.46
C 0.25 -0.27 -0.14
C 1.62 -0.30 -0.64
N 1.03 -0.43 1.08
H -1.57 2.55 0.05
H -1.27 -1.86 0.31
H -0.91 -1.64 -1.44
H 1.99 0.74 -0.67
H 1.85 -1.01 0.88
H 1.22 0.47 1.54
*
```

***

Entry 6:
DFT (ωB97M-V with the def2-TZVPD basis set) results for an isolated molecule of C4H6N2O.

Computed properties:
frontier orbital gap: 10.527 eV
E: -9271.996 eV

```
! RIJCOSX wB97M-V def2-TZVPD def2/J DEFGRID3
* xyz 0 1
O 1.39 2.13 0.78
C 0.86 1.17 0.27
N 1.48 -0.02 -0.09
C 0.51 -1.09 -0.18
C -0.69 -0.28 -0.66
C -1.58 0.33 0.36
N -0.48 1.10 -0.23
H 2.45 -0.18 0.15
H 0.34 -1.58 0.79
H 0.78 -1.86 -0.91
H -0.95 -0.38 -1.70
H -2.57 0.67 0.05
H -1.53 -0.02 1.38
*
```

***

Entry 7:
DFT (ωB97M-V with the def2-TZVPD basis set) results for an isolated molecule of C4H6N2O at a distorted geometry.

Computed properties:
frontier orbital gap: 10.182 eV
E: -9270.600 eV

```
! RIJCOSX wB97M-V def2-TZVPD def2/J DEFGRID3
* xyz 0 1
C -1.55 -1.47 -1.03
N -1.28 -0.36 -0.53
C -0.07 0.42 -0.40
C 1.24 -0.09 0.46
C 0.85 1.00 1.39
O 1.31 1.42 2.43
N -0.19 1.40 0.58
H -2.50 -1.75 -1.13
H -0.75 -2.26 -1.43
H 0.37 0.60 -1.37
H 2.16 0.15 -0.19
H 1.22 -1.26 0.76
H -0.80 2.18 0.46
*
```

***

Entry 8:
DFT (ωB97M-V with the def2-TZVPD basis set) results for an isolated molecule of C4H6N2O at a distorted geometry.

Computed properties:
frontier orbital gap: 9.080 eV
E: -9269.466 eV

```
! RIJCOSX wB97M-V def2-TZVPD def2/J DEFGRID3
* xyz 0 1
C -2.26 -0.02 0.13
C -0.69 -0.05 -0.12
C 0.78 -0.59 -1.11
C 1.71 -0.03 -0.26
O 3.01 -0.07 -0.67
N 1.31 0.52 0.91
N -0.03 0.45 0.92
H -2.58 0.54 1.05
H -2.69 -1.02 0.24
H -2.78 0.47 -0.70
H 1.07 -0.64 -2.21
H 3.59 -0.39 0.03
H -0.44 0.83 1.79
*
```

***

Entry 9:
DFT (ωB97M-V with the def2-TZVPD basis set) results for an isolated molecule of C4H6N2O.

Computed properties:
frontier orbital gap (alpha / beta): 7.620 / 7.619 eV
E: -9269.260 eV

```
! RIJCOSX wB97M-V def2-TZVPD def2/J DEFGRID3
* xyz 0 1
N 1.26 -1.56 0.52
C 0.14 -0.66 0.16
C 0.51 0.69 0.38
O 1.62 1.00 1.01
N -0.33 1.52 -0.25
C -1.26 0.75 -0.96
C -0.98 -0.57 -0.78
H 0.95 -2.53 0.50
H -0.04 -1.09 1.21
H 2.03 0.09 1.13
H -0.26 2.53 -0.25
H -2.07 1.23 -1.49
H -1.55 -1.39 -1.18
*
```

***

Entry 10:
DFT (ωB97M-V with the def2-TZVPD basis set) results for an isolated molecule of C4H6N2O at a distorted geometry.

Computed properties:
frontier orbital gap: 10.381 eV
E: -9271.220 eV

```
! RIJCOSX wB97M-V def2-TZVPD def2/J DEFGRID3
* xyz 0 1
C -1.25 1.77 -1.00
C -0.44 1.13 -0.20
C 0.35 0.92 0.99
N 0.55 0.02 -0.15
C 0.12 -1.28 -0.24
N 1.01 -2.18 0.24
O -0.98 -1.57 -0.67
H -1.63 2.74 -0.72
H -1.56 1.36 -1.94
H 1.20 1.58 1.18
H -0.14 0.54 1.88
H 1.90 -1.88 0.60
H 0.87 -3.15 0.03
*
```

***

Entry 11:
DFT (ωB97M-V with the def2-TZVPD basis set) results for an isolated molecule of C4H6N2O at a distorted geometry.

Computed properties:
frontier orbital gap: 9.078 eV
E: -9269.986 eV

```
! RIJCOSX wB97M-V def2-TZVPD def2/J DEFGRID3
* xyz 0 1
H -2.42 1.26 -0.47
N -1.90 0.41 -0.64
C -0.65 0.45 -0.27
C 0.57 1.28 -0.10
C 1.63 0.44 0.10
N 1.22 -0.86 0.23
C -0.18 -0.85 0.22
O -0.89 -1.95 -0.10
H 0.62 2.35 -0.14
H 2.68 0.69 0.24
H 1.82 -1.67 0.24
H -0.77 -0.05 1.09
H -1.73 -1.49 -0.40
*
```

***

Entry 12:
DFT (ωB97M-V with the def2-TZVPD basis set) results for an isolated molecule of C4H6N2O at a distorted geometry.

Computed properties:
frontier orbital gap: 11.455 eV
E: -9271.330 eV

```
! RIJCOSX wB97M-V def2-TZVPD def2/J DEFGRID3
* xyz 0 1
H -2.32 1.65 -0.76
N -2.45 0.64 -0.93
C -1.54 0.37 -0.09
O -1.17 -0.85 0.32
C 0.17 -1.19 -0.03
C 1.26 -0.30 0.59
C 1.57 0.91 -0.19
N 1.83 1.84 -0.82
H -1.03 1.22 0.42
H 0.26 -1.20 -1.13
H 0.28 -2.20 0.35
H 0.96 -0.01 1.60
H 2.18 -0.88 0.67
*
```

***

Entry 13:
DFT (ωB97M-V with the def2-TZVPD basis set) results for an isolated molecule of C4H6N2O.

Computed properties:
frontier orbital gap: 9.073 eV
E: -9272.987 eV

```
! RIJCOSX wB97M-V def2-TZVPD def2/J DEFGRID3
* xyz 0 1
C 1.56 1.43 0.45
C 0.44 0.67 -0.16
C -0.57 0.93 -1.01
N -1.36 -0.21 -1.21
C -0.77 -1.10 -0.47
N -1.10 -2.42 -0.31
O 0.32 -0.67 0.20
H 2.48 1.34 -0.13
H 1.29 2.49 0.51
H 1.76 1.06 1.46
H -0.81 1.86 -1.50
H -0.79 -2.82 0.56
H -2.08 -2.61 -0.51
*
```

***

Entry 14:
DFT (ωB97M-V with the def2-TZVPD basis set) results for an isolated molecule of C4H6N2O.

Computed properties:
frontier orbital gap: 8.514 eV
E: -9272.250 eV

```
! RIJCOSX wB97M-V def2-TZVPD def2/J DEFGRID3
* xyz 0 1
N 1.12 1.79 -0.93
C 0.37 0.78 -0.31
C -0.44 0.89 0.78
N -1.00 -0.37 1.06
C -0.52 -1.24 0.09
O -0.92 -2.54 0.11
C 0.30 -0.58 -0.78
H 1.40 2.52 -0.29
H 1.93 1.43 -1.42
H -0.61 1.73 1.44
H -2.01 -0.42 1.08
H -0.39 -2.98 0.80
H 0.77 -1.01 -1.64
*
```

***

Entry 15:
DFT (ωB97M-V with the def2-TZVPD basis set) results for an isolated molecule of C4H6N2O at a distorted geometry.

Computed properties:
frontier orbital gap: 9.270 eV
E: -9271.546 eV

```
! RIJCOSX wB97M-V def2-TZVPD def2/J DEFGRID3
* xyz 0 1
O -2.62 0.00 -0.23
C -1.43 0.13 -0.05
N -0.79 1.31 0.27
C 0.60 1.36 0.06
C 1.32 0.16 -0.32
C 0.66 -1.19 -0.01
N -0.69 -1.02 0.26
H -1.20 2.17 -0.20
H 1.28 2.28 0.01
H 2.47 0.28 -0.25
H 0.77 -2.11 -0.66
H 0.94 -1.62 0.98
H -1.30 -1.75 0.13
*
```

***

Entry 16:
DFT (ωB97M-V with the def2-TZVPD basis set) results for an isolated molecule of C4H6N2O at a distorted geometry.

Computed properties:
frontier orbital gap (alpha / beta): 8.523 / 7.436 eV
E: -9264.666 eV

```
! RIJCOSX wB97M-V def2-TZVPD def2/J DEFGRID3
* xyz 0 3
C -1.16 -2.57 -1.65
C -0.56 -2.54 -0.56
C 0.68 0.22 0.15
C 0.00 -0.96 0.97
N 0.38 0.16 -1.20
N -0.76 0.70 -1.54
O 0.20 -2.32 0.55
H 0.19 1.07 0.54
H 1.75 0.33 0.41
H 0.41 -0.90 1.97
H -1.01 -0.66 0.97
H -1.43 0.94 -0.85
H -1.21 0.18 -2.28
*
```

***

Entry 17:
DFT (ωB97M-V with the def2-TZVPD basis set) results for an isolated molecule of C4H6N2O2 at a distorted geometry.

Computed properties:
frontier orbital gap (alpha / beta): 8.038 / 8.036 eV
E: -11312.904 eV

```
! RIJCOSX wB97M-V def2-TZVPD def2/J DEFGRID3
* xyz 0 1
C 0.43 -2.21 -0.81
C 1.01 0.26 -0.66
C 0.40 -0.80 -0.37
N -1.55 2.25 0.80
O -0.77 1.12 0.57
O 1.75 1.30 -0.89
C -0.78 -0.31 0.92
N -1.35 -0.99 1.69
H 2.26 1.55 -0.10
H -1.21 2.76 1.60
H -1.48 2.80 -0.05
H -0.60 -2.58 -0.89
H 0.94 -2.81 -0.05
H 0.95 -2.34 -1.76
*
```

***

Entry 18:
DFT (ωB97M-V with the def2-TZVPD basis set) results for an isolated molecule of C4H6N2O2 at a distorted geometry.

Computed properties:
frontier orbital gap: 9.098 eV
E: -11317.942 eV

```
! RIJCOSX wB97M-V def2-TZVPD def2/J DEFGRID3
* xyz 0 1
H 2.80 1.00 -0.37
N 1.84 0.78 -0.67
C 1.19 0.11 0.23
O 1.83 -0.69 1.11
C -0.24 0.08 0.01
C -1.19 -0.94 0.56
N -0.77 1.44 -0.34
C -0.32 0.80 -1.43
O -0.25 0.65 -2.61
H 1.20 -1.10 1.72
H -0.73 -1.94 0.55
H -2.10 -1.01 -0.05
H -1.48 -0.71 1.59
H -1.78 1.53 -0.31
*
```

***

Entry 19:
DFT (ωB97M-V with the def2-TZVPD basis set) results for an isolated molecule of C4H6N2O2 at a distorted geometry.

Computed properties:
frontier orbital gap: 9.403 eV
E: -11315.549 eV

```
! RIJCOSX wB97M-V def2-TZVPD def2/J DEFGRID3
* xyz 0 1
O 2.64 -0.09 -0.49
C 1.57 0.04 0.38
C 0.27 0.61 -0.14
N -0.97 1.42 -0.13
N -1.96 0.51 -0.15
C -1.84 -0.74 -0.31
O -0.69 -1.51 -0.19
C 0.18 -0.67 0.56
H 2.32 -0.21 -1.40
H 1.93 0.16 1.38
H 0.43 0.35 -1.23
H -1.09 2.14 0.52
H -2.70 -1.36 -0.40
H -0.09 -0.65 1.59
*
```